C48H29N8RhS5Te | ωB97M-V with the def2-TZVPD basis set

Atoms and positions in Å:
Rh -0.31082 -1.32177 -0.12480
C -3.68467 -4.79188 -4.56530
C -4.70738 -3.87724 -4.28408
C -4.55008 -2.91508 -3.29290
C -3.34412 -2.88386 -2.61269
C -2.86411 -2.02801 -1.51446
N -3.65038 -1.15294 -0.83159
C -3.12692 -0.32978 0.05636
C -3.85149 0.41409 1.09914
C -5.18657 0.41609 1.46348
C -5.57366 1.21846 2.52870
C -4.63675 2.00438 3.22249
C -3.30017 2.00791 2.86788
C -2.91211 1.20130 1.79408
C -1.66476 0.92869 1.16449
N -0.39823 1.60115 1.27453
C 0.65985 0.78196 1.77573
N 0.85549 -0.45215 1.27388
C 1.94987 -1.00960 1.84699
N 2.44516 -2.22782 1.65904
C 1.91281 -3.08530 0.78017
N 0.91662 -2.89567 -0.08392
C 0.73418 -4.04357 -0.85812
N -0.17138 -4.26028 -1.77941
C -1.23503 -3.48594 -1.98243
N -1.60910 -2.37456 -1.23264
C -2.32212 -3.78725 -2.90061
C -2.48318 -4.76412 -3.87259
C 1.73880 -5.03123 -0.44317
C 2.00768 -6.31360 -0.87165
C 3.03418 -7.00280 -0.22672
C 3.75156 -6.41634 0.81493
C 3.46763 -5.11765 1.23881
C 2.45608 -4.44912 0.58949
C 2.50073 -0.01973 2.78294
C 3.59229 -0.07048 3.63070
C 3.86460 1.04563 4.41305
C 3.04890 2.18522 4.35098
C 1.94471 2.23327 3.51397
C 1.67923 1.11385 2.72807
N -1.82214 0.03140 0.15426
H -3.83989 -5.53794 -5.33538
H -5.63221 -3.92586 -4.84619
H -5.33811 -2.20950 -3.05306
H -5.90213 -0.19714 0.92774
H -6.61199 1.23948 2.83487
H -4.97080 2.60993 4.05560
H -2.57376 2.60467 3.40853
H -1.69167 -5.47438 -4.08016
H 1.43835 -6.76045 -1.67810
H 3.28289 -8.01023 -0.54138
H 4.54207 -6.97716 1.29895
H 4.01955 -4.64427 2.04384
H 4.20705 -0.96133 3.67453
H 4.71527 1.03793 5.08540
H 3.28838 3.04153 4.97058
H 1.30587 3.10925 3.47526
C 4.19906 2.52488 0.43150
S 3.03921 1.63320 -0.63148
C 3.67789 -0.00341 -0.70766
C 3.00516 -0.92603 -1.39870
S 1.47448 -0.71275 -2.16824
S 3.81418 -2.47832 -1.50648
C 5.15293 -2.15757 -0.48263
S 6.28909 -3.25734 -0.02981
S 5.17323 -0.50573 0.03826
H 4.15247 3.56580 0.11556
H 5.21838 2.17085 0.28759
H 3.91720 2.44311 1.47988
Te 0.10847 1.98701 -0.77159
C 0.82790 3.93230 -0.32468
C 1.64495 4.52467 -1.28119
C 2.17105 5.78817 -1.04721
C 1.88636 6.44851 0.14159
C 1.06342 5.85333 1.09035
C 0.53090 4.59021 0.86274
C -1.75456 2.74278 -1.39412
C -2.07775 2.50165 -2.72541
C -3.27229 3.00112 -3.23629
C -4.12931 3.71954 -2.41523
C -3.79844 3.94870 -1.08283
C -2.60462 3.46594 -0.56628
H 1.88052 4.00653 -2.20621
H 2.80735 6.25229 -1.79042
H 2.31095 7.42747 0.33100
H 0.83490 6.37413 2.01390
H -0.10145 4.11907 1.60437
H -1.41881 1.92029 -3.36276
H -3.53105 2.82089 -4.27290
H -5.06333 4.10036 -2.81180
H -4.47022 4.50930 -0.44212
H -2.35232 3.64892 0.47120

maximum force: 0.85 eV Å⁻¹
electronic energy: -126644.8020 eV
energy above the lowest of the compared OMol25 structures with the same formula, charge and spin: 277.2 kJ/mol
HOMO energy (alpha / beta): -5.66 / -7.08 eV
orbital gap (alpha / beta): 4.66 / 4.98 eV
2S+1: 5